A molecular structure, C21H22FeN at a distorted geometry, computed with ωB97M-V/def2-TZVPD.

XYZ file:
```
45
Properties=species:S:1:pos:R:3:forces:R:3:lowdin_charge:R:1
C 4.449459 1.951051 -2.839063 -0.1 0.1 0.0 -0.0813
C 3.880395 0.671369 -2.269288 0.2 -0.8 -0.2 -0.2905
C 2.759592 0.658401 -1.418240 0.3 0.0 0.2 0.0103
C 2.315246 -0.526194 -0.827449 0.3 0.4 -0.9 -0.1411
C 2.957078 -1.720926 -1.209886 -0.9 -0.6 0.2 -0.2156
N 2.253599 -2.756945 -0.586790 1.6 -0.2 -1.0 0.0458
C 1.347464 -2.243991 0.305810 -0.9 -0.8 0.5 -0.0983
C 1.219408 -0.859261 0.098073 -0.9 2.3 1.3 -0.1609
C 4.034482 -1.767673 -2.085463 0.0 0.2 -0.2 -0.0379
C 4.510873 -0.555622 -2.605445 -0.6 0.2 0.6 -0.0721
H 5.152978 1.715234 -3.653268 -0.3 0.2 0.2 0.0660
H 3.649602 2.602307 -3.228372 0.3 -0.2 0.1 0.0747
H 4.998224 2.520892 -2.072338 -0.1 -0.1 -0.2 0.0741
H 2.254129 1.590536 -1.172830 0.1 0.0 -0.1 0.1171
H 2.453283 -3.727674 -0.759070 -0.1 0.1 0.2 0.1367
H 0.735513 -2.898283 0.911048 0.0 0.2 -0.1 0.1096
H 1.057368 -0.148433 0.934888 1.2 -0.9 0.0 0.1179
H 4.451383 -2.733935 -2.375445 0.1 0.3 0.0 0.0988
H 5.374279 -0.552414 -3.272188 -0.2 0.0 0.1 0.0943
C -0.964131 -0.530542 -1.487612 -0.3 0.2 -1.1 -0.0971
C -0.579834 -0.169378 -0.113134 2.2 0.1 -0.6 -0.2445
C -1.332383 -0.830717 0.930840 -0.7 -1.0 0.8 -0.3447
C -1.081524 -0.703810 2.366615 0.2 -1.4 -0.2 -0.1368
C -2.312996 -0.981514 3.070751 0.5 -1.6 -0.1 -0.1793
C -3.344778 -1.288480 2.083551 0.3 -2.0 0.3 -0.1910
C -2.751499 -1.218714 0.770534 0.9 -1.6 0.2 -0.1318
Fe -2.562112 0.495190 1.754213 0.7 0.3 0.6 0.2458
C -3.056142 1.790511 0.297602 -0.5 1.5 0.1 -0.1887
C -2.025115 2.333297 1.168812 -0.7 1.5 -0.2 -0.2070
C -2.527474 2.320568 2.529211 -0.8 1.5 -0.2 -0.1962
C -3.878858 1.760280 2.507616 -0.5 1.9 -0.4 -0.1960
C -4.195413 1.432581 1.121630 -0.6 1.9 -0.1 -0.1999
H -0.145853 -0.262591 -2.168503 -0.1 -0.3 -0.1 0.0739
H -1.140417 -1.610835 -1.461222 0.1 0.1 -0.5 0.0864
H -1.864917 -0.029071 -1.896041 0.2 -0.2 0.4 0.0743
H -0.216444 0.891302 0.033386 -1.0 -1.1 -0.2 0.1194
H -0.080790 -0.576438 2.772221 -0.4 0.3 0.2 0.1020
H -2.412931 -1.024233 4.149926 -0.1 0.1 -0.2 0.0905
H -4.388844 -1.535781 2.323252 0.7 0.1 -0.2 0.1029
H -3.217700 -1.454264 -0.187887 0.0 0.3 0.4 0.1076
H -2.995256 1.707094 -0.786570 0.0 -0.1 0.4 0.0905
H -1.058932 2.740148 0.855383 -0.5 -0.3 0.2 0.0918
H -2.008417 2.749842 3.387810 -0.2 -0.3 -0.3 0.0912
H -4.563028 1.719632 3.355566 0.3 -0.2 -0.3 0.0916
H -5.148567 1.057483 0.747368 0.4 0.0 0.2 0.0974
```
Forces are in eV/Å.

Properties
max |F|: 2.8 eV/Å
relative energy (zero: lowest compared OMol25 entry of this formula, charge and spin): 0.00 kcal/mol
DFT total energy: -2131.6467 a.u.
LUMO energy (alpha / beta): 0.1082 / 0.1080 hartree
HOMO-LUMO gap (alpha / beta): 4.02 / 5.71 eV
spin multiplicity: 5
charge: -1

***

A molecular structure, C21H22IrN11OS2 at a distorted geometry, computed with ωB97M-V/def2-TZVPD.

XYZ file:
```
58
Properties=species:S:1:pos:R:3:forces:R:3:lowdin_charge:R:1
Ir -0.000857 0.047652 0.480106 -1.9 0.5 0.6 1.0819
C -2.895385 3.724352 0.210746 0.1 0.0 0.1 0.0134
C -1.787393 2.715556 0.250529 -0.1 0.1 -0.1 -0.2583
N -1.907636 1.453155 0.094078 0.0 0.0 -0.1 -0.0471
N -3.129427 0.888821 -0.107297 0.1 0.1 0.1 0.0173
C -3.281750 -0.459729 -0.117369 0.3 -0.2 -0.1 -0.7994
N -4.534945 -0.887207 -0.244571 -0.2 0.0 0.0 0.1296
S -2.009045 -1.552977 -0.003946 -0.1 -0.2 -0.2 0.7025
C -0.407358 3.186353 0.539364 0.0 0.0 -0.1 -0.2364
C -0.142424 4.510298 0.833622 0.0 0.2 0.0 0.0175
C 1.160421 4.893382 1.124648 0.0 0.1 0.0 -0.0077
C 2.161176 3.942455 1.099873 0.1 0.0 0.0 -0.0099
C 1.821409 2.635207 0.791674 0.0 0.1 -0.1 -0.1006
N 0.571493 2.265553 0.521222 0.2 0.0 0.1 -0.0331
H -3.860051 3.327324 -0.088514 0.0 0.0 0.0 0.0743
H -2.647549 4.523611 -0.488122 0.0 0.0 0.0 0.1065
H -3.018122 4.171367 1.199942 0.0 0.0 0.0 0.1131
H -3.944583 1.480228 -0.163238 0.0 0.1 0.0 0.1415
H -5.330610 -0.268946 -0.233507 0.0 0.0 0.0 0.1279
H -4.713682 -1.878124 -0.231560 0.0 0.0 0.0 0.1163
H -0.935468 5.244366 0.846659 0.0 0.0 0.0 0.1202
H 1.382989 5.924248 1.366028 0.0 0.0 0.0 0.1289
H 3.190000 4.195828 1.314173 0.0 0.0 0.0 0.1246
H 2.573653 1.858294 0.754882 0.0 0.0 0.0 0.1114
N 1.527489 -4.040517 1.021587 0.0 -0.1 0.1 0.2313
C 1.126961 -3.947010 -0.236187 -0.1 0.3 -0.2 -0.3293
N 0.922510 -5.005579 -0.981888 0.0 0.0 0.0 0.2088
C 0.522856 -4.770046 -2.234047 0.0 0.0 0.0 -0.4011
N 0.330742 -5.814507 -3.028905 0.0 -0.1 -0.1 0.2073
N 0.290136 -3.543687 -2.756707 0.0 -0.3 -0.1 0.1899
C 0.503327 -2.510626 -1.992664 0.0 0.3 0.2 -0.2006
N 0.940711 -2.663371 -0.722960 0.0 0.0 0.4 -0.0585
C 0.250008 -1.165714 -2.607296 0.1 0.1 0.1 -0.1923
C -0.041765 -1.142419 -3.963691 0.0 -0.1 -0.1 0.0186
C -0.257266 0.069820 -4.595020 0.0 0.0 -0.1 -0.0139
C -0.155320 1.232121 -3.854407 0.0 0.0 0.0 -0.0208
C 0.128583 1.125331 -2.505772 0.1 -0.1 0.0 -0.1224
N 0.315817 -0.040343 -1.881013 0.1 0.1 -0.2 0.0047
H 1.659093 -4.955577 1.418765 0.0 0.0 0.0 0.1377
H 1.656464 -3.201675 1.562214 0.0 0.0 -0.1 0.1033
H 0.489552 -6.743769 -2.677978 0.0 0.0 0.0 0.1283
H 0.024384 -5.677789 -3.976424 0.0 0.0 0.0 0.1260
H -0.084187 -2.077258 -4.500983 0.0 0.0 0.0 0.1179
H -0.489407 0.101428 -5.651347 0.0 0.0 0.0 0.1261
H -0.286447 2.205910 -4.305242 0.0 0.0 0.0 0.1202
H 0.229340 2.011304 -1.893459 0.0 0.0 0.0 0.0929
O 1.235028 -1.679648 0.161144 0.6 -0.7 -0.6 -0.3360
N 1.385096 -0.132443 2.255254 0.9 -0.2 0.2 -0.1260
C 2.671197 -0.496196 2.422749 -0.9 0.4 -0.5 -0.1191
C 3.202866 -0.677987 3.673041 -0.1 0.0 0.9 -0.0190
C 2.371132 -0.489449 4.783893 0.6 -0.2 -0.1 -0.0208
C 1.051293 -0.138563 4.611076 -0.6 0.2 -0.2 -0.0510
C 0.571548 0.033329 3.309580 0.8 -0.2 0.3 -0.7237
S -1.054464 0.414008 2.854168 0.3 -0.2 -0.4 0.7962
H 3.260165 -0.633720 1.524293 -0.1 0.0 0.0 0.1231
H 4.241185 -0.954795 3.786871 0.0 0.0 0.0 0.1220
H 2.765054 -0.627581 5.783086 0.0 0.0 0.0 0.1264
H 0.381491 -0.004048 5.448874 0.0 0.0 0.0 0.1192
```
Forces are in eV/Å.

Properties
max |F|: 2.0 eV/Å
DFT total energy: -2391.1722 a.u.
LUMO energy (alpha / beta): -0.2123 / -0.2938 hartree
HOMO-LUMO gap (alpha / beta): 6.81 / 5.23 eV
spin multiplicity: 5
charge: +2

***

> Which of these has the lowest max |F|?

C21H22IrN11OS2

***

> Which value of spin multiplicity does entry 1 give?

5

***

> The highest charge belongs to which entry?

C21H22IrN11OS2